Record 1
{
  "formula": "C9H23CoN5O6",
  "method": "ωB97M-V/def2-TZVPD",
  "charge": 1,
  "multiplicity": 5,
  "de_lowest_kcal_mol": 40.4,
  "e_homo_ha": [-0.40030, -0.44628],
  "elements": ["Co", "O", "O", "O", "O", "O", "O", "N", "N", "N", "N", "N", "C", "C", "C", "C", "C", "C", "C", "C", "C", "H", "H", "H", "H", "H", "H", "H", "H", "H", "H", "H", "H", "H", "H", "H", "H", "H", "H", "H", "H", "H", "H", "H"],
  "xyz": [[-0.0557, -0.8338, -0.4119], [0.7394, 0.7225, -1.6871], [1.6490, -1.8298, -2.1814], [-1.6016, -0.1878, 2.1865], [-1.3940, -0.5212, -2.7583], [-0.4992, 3.1114, -0.8711], [0.6395, -0.8902, 2.5585], [1.0456, -0.9584, 1.2837], [-1.5499, -0.2976, -1.5323], [1.5817, -1.4719, -0.9461], [-1.5921, -0.1743, 0.8969], [-0.6811, -2.6279, -0.5152], [-3.4074, 1.3125, -1.9582], [2.7432, -1.3880, -0.1658], [3.2283, -1.5252, 2.3840], [-3.6901, 0.9837, 1.2062], [4.1390, -1.5099, -0.6753], [0.4572, 3.3239, 1.3599], [2.3824, -1.2267, 1.1808], [-2.5204, 0.5253, -1.0753], [-2.6207, 0.4713, 0.3290], [1.6602, 0.8891, -1.3211], [3.7008, -2.5220, 2.2879], [0.6566, 3.2315, 0.2894], [-0.2190, 2.2224, -1.2717], [4.2723, -1.0639, -1.6727], [-3.1331, 2.3881, -2.0387], [-0.4955, 3.4153, 1.9302], [-4.0509, 0.2024, 1.8974], [-1.5988, -2.7719, -0.0511], [0.9926, 2.4179, 1.7109], [-3.3250, 1.8273, 1.8142], [-4.4431, 1.3168, -1.5637], [-3.4194, 0.9073, -2.9866], [4.4435, -2.5679, -0.7068], [4.8491, -1.0002, -0.0018], [4.0289, -0.7826, 2.5435], [2.6055, -1.5407, 3.2894], [0.8779, 0.1139, -2.5147], [-0.6321, 3.6488, -1.6758], [-4.5618, 1.3384, 0.6486], [-0.8039, -2.8307, -1.5183], [-0.0027, -3.3064, -0.1397], [-0.3954, -0.5408, 2.4439]],
  "forces_ev_per_a": [[0.5089, 0.5324, 3.2188], [2.2832, -0.3225, -1.0188], [0.8098, 0.5091, 2.1267], [0.0766, -0.1301, -0.3764], [-0.6429, 0.4539, -0.0991], [-0.8513, -1.6871, -3.4681], [0.7018, -0.0323, -2.0013], [1.4927, 0.2869, 2.8661], [-0.7620, 0.2861, -1.7733], [2.3476, -1.1334, -3.1395], [-0.3035, 0.7610, -0.0677], [-0.9803, -1.9320, 0.3007], [-0.8800, 0.4315, -0.6467], [-1.1438, -0.1330, -0.6593], [0.2398, -0.0335, 0.2325], [-0.8638, 0.5802, 0.1551], [0.2936, -0.0254, -0.0410], [0.9459, -2.5169, 1.2860], [-1.1905, -0.3345, 0.2903], [-0.4084, -0.0738, -0.2843], [0.3714, -0.5416, 0.3169], [-1.4435, 0.0193, -0.8930], [-0.1568, 0.5217, -0.1260], [-0.3296, 1.7186, 1.1756], [-0.5767, 1.6613, 0.6918], [-0.2820, -0.3548, 0.2574], [0.1685, -0.7013, 0.2520], [0.7290, 0.5367, -1.0458], [0.3916, 0.2767, -0.2435], [0.8669, -0.0644, -0.3830], [0.0088, 0.5179, 0.8872], [-0.0338, -0.3504, -0.1130], [0.5384, -0.1098, -0.2291], [0.0786, 0.0909, 0.5735], [-0.1080, 0.2611, -0.1840], [-0.4636, -0.2062, -0.1138], [-0.3003, -0.2417, -0.2209], [0.2494, 0.0780, -0.4485], [-0.4607, 1.5077, 1.8400], [-0.0456, -0.0904, 0.4123], [0.2680, -0.0307, -0.0404], [0.0651, 0.0047, 0.4684], [-0.6803, 0.1744, -0.2164], [-0.5282, -0.1644, 0.4816]],
  "nbo_charge": [1.04, -0.96, -0.36, -0.44, -0.38, -0.96, -0.43, -0.09, -0.12, -0.04, -0.10, -1.01, -0.70, 0.18, -0.70, -0.68, -0.69, -0.52, 0.20, 0.21, 0.19, 0.51, 0.25, 0.21, 0.49, 0.26, 0.26, 0.17, 0.26, 0.41, 0.11, 0.27, 0.25, 0.26, 0.27, 0.25, 0.26, 0.28, 0.55, 0.48, 0.24, 0.42, 0.40, 0.48]
}



Record 2
{
  "formula": "C9H23FNO10PS4",
  "method": "ωB97M-V/def2-TZVPD",
  "charge": 0,
  "smiles": "C=CCN(P(O)(O)=S)S(=O)(=O)F.CCOS(C)(=O)=O.CCOS(C)(=O)=O",
  "e_homo_ha": -0.34753,
  "elements": ["S", "S", "S", "S", "P", "F", "O", "O", "O", "O", "O", "O", "O", "O", "O", "O", "N", "C", "C", "C", "C", "C", "C", "C", "C", "C", "H", "H", "H", "H", "H", "H", "H", "H", "H", "H", "H", "H", "H", "H", "H", "H", "H", "H", "H", "H", "H", "H", "H"],
  "xyz": [[-0.6928, -5.4298, 3.2728], [-2.4689, 4.6257, 0.5411], [0.3685, 0.8616, -3.8876], [1.3833, -2.2972, 2.6044], [0.6459, -5.0158, 2.0089], [1.9692, -1.7324, 1.2604], [-0.0168, -2.1558, 2.4900], [-1.6830, 5.7618, 0.1645], [1.7220, 1.2058, -4.2054], [2.1109, -1.6775, 3.6469], [-3.9177, 4.7714, -0.0878], [0.3700, -0.1455, -2.6633], [0.1399, -4.4490, 0.6073], [-0.5914, 1.8976, -3.6610], [1.5630, -6.2907, 1.6835], [-1.9763, 3.3079, 0.2838], [1.8680, -3.8662, 2.4454], [-2.9376, 4.7535, 2.2306], [4.7134, -3.6193, 2.1880], [-3.7676, 3.7902, -2.3467], [-3.9922, 5.0339, -1.5135], [-0.2642, -0.2549, -5.0905], [1.1154, 0.2365, -1.4774], [0.3703, 1.2414, -0.6297], [4.1935, -4.2359, 3.2635], [2.7264, -4.3432, 3.5696], [-4.9948, 5.4282, -1.6653], [4.8666, -4.6938, 3.9856], [-3.2847, 5.8232, -1.7693], [0.2897, 2.2045, -1.1306], [-2.0337, 4.6103, 2.8185], [2.2139, -6.1129, 0.9896], [-3.6616, 3.9736, 2.4504], [0.4476, -1.0640, -5.2264], [2.0998, 0.6043, -1.7699], [-3.3558, 5.7409, 2.4038], [-4.4246, 2.9855, -2.0163], [-0.3832, 0.3103, -6.0121], [5.4855, -4.0760, 1.5791], [2.4111, -3.8854, 4.5076], [4.3898, -2.6201, 1.9097], [-2.7413, 3.4337, -2.2709], [-0.6423, 0.8979, -0.4224], [0.8705, -4.2061, 0.0222], [-3.9753, 4.0122, -3.3938], [2.5434, -5.4118, 3.6724], [0.8925, 1.3912, 0.3158], [-1.2250, -0.6279, -4.7462], [1.2606, -0.6917, -0.9296]],
  "forces_ev_per_a": [[0.0102, 0.0662, 0.0096], [-0.1795, 0.0119, -0.0188], [-0.0468, -0.1376, 0.0662], [-0.0844, 0.1683, 0.0520], [-0.3385, -0.3718, 0.0092], [0.0528, 0.0002, -0.0518], [-0.0644, -0.0997, -0.1818], [0.0741, -0.0458, -0.0122], [-0.0138, 0.0842, 0.0012], [0.2648, -0.0225, -0.0698], [-0.0076, 0.0314, 0.0088], [0.0129, -0.0474, -0.0217], [0.2769, -0.0513, 0.1170], [0.0385, 0.0572, -0.0512], [0.0820, 0.3583, -0.2455], [0.1395, -0.0090, 0.0539], [-0.4205, 0.0846, 0.6574], [-0.0384, 0.0181, 0.0427], [-0.1616, 0.0742, 0.1712], [0.1241, -0.1044, 0.1487], [-0.0577, 0.0630, -0.3694], [-0.0020, -0.0480, -0.0300], [0.1925, 0.1175, 0.3953], [-0.1350, 0.1075, -0.1706], [0.2494, 0.3238, -0.1897], [0.3821, 0.7262, 0.4302], [-0.0313, -0.0288, 0.1438], [-0.2298, -1.2455, -0.5614], [0.0577, -0.0183, 0.1081], [0.0077, 0.0109, 0.0238], [0.0153, -0.0064, -0.0256], [0.1065, -0.1390, 0.0631], [0.0122, -0.0128, -0.0076], [0.0045, 0.0048, 0.0003], [-0.0496, 0.0037, -0.1596], [0.0045, 0.0023, -0.0062], [-0.0522, 0.0269, -0.0422], [0.0077, 0.0254, 0.0150], [1.0643, 0.6116, 0.8899], [-0.0017, 0.0193, -0.0040], [-1.0074, -0.5986, -0.9645], [0.0065, 0.0204, -0.0308], [0.0222, -0.0206, 0.0681], [-0.1060, 0.1265, -0.1320], [-0.0263, 0.0223, 0.0074], [-0.0693, -0.0237, 0.0040], [0.0194, -0.0533, -0.0005], [-0.0049, 0.0169, 0.0038], [-0.0998, -0.0990, -0.1438]],
  "nbo_charge": [-0.50, 2.39, 2.39, 2.55, 1.94, -0.49, -0.88, -0.94, -0.94, -0.89, -0.73, -0.73, -0.96, -0.94, -0.97, -0.94, -1.04, -0.89, -0.42, -0.64, -0.08, -0.89, -0.08, -0.64, -0.18, -0.28, 0.19, 0.21, 0.20, 0.23, 0.25, 0.50, 0.25, 0.25, 0.20, 0.25, 0.21, 0.25, 0.21, 0.24, 0.21, 0.24, 0.23, 0.50, 0.22, 0.25, 0.22, 0.25, 0.19]
}



Record 3
{
  "formula": "C9H23InN5O6",
  "method": "ωB97M-V/def2-TZVPD",
  "charge": 1,
  "e_homo_ha": [-0.40746, -0.40465],
  "elements": ["In", "O", "O", "O", "O", "O", "O", "N", "N", "N", "N", "N", "C", "C", "C", "C", "C", "C", "C", "C", "C", "H", "H", "H", "H", "H", "H", "H", "H", "H", "H", "H", "H", "H", "H", "H", "H", "H", "H", "H", "H", "H", "H", "H"],
  "xyz": [[-0.1810, 0.0980, 0.3498], [-0.2220, 0.4704, -4.8284], [-0.5883, 1.9796, 2.6823], [1.9852, 0.4284, -1.7039], [-2.2399, 1.2132, 0.2063], [0.2184, -1.8629, -1.9595], [-1.6531, -0.5984, 2.9473], [-1.1863, -0.9655, 1.6703], [1.5766, -0.8525, 1.0927], [0.1196, 1.6223, 1.5278], [1.1991, 1.0003, -0.6950], [-0.3343, -1.5551, -0.6997], [2.8920, 2.8815, -0.7706], [-1.0196, 0.8544, -3.7733], [-1.4297, -2.1707, 1.3023], [-1.0021, -3.9763, -0.5754], [-0.8696, -2.5349, -0.0701], [1.7460, 2.1592, -0.0678], [1.5162, 3.6799, 2.0054], [1.1651, 2.4975, 1.1073], [-2.1733, -3.2343, 2.1179], [-1.4742, 1.7238, 0.6040], [-1.8620, 1.3796, -4.2244], [-1.5080, 0.0271, -3.2784], [-2.8499, -2.7910, 2.8485], [-0.5933, 1.6272, -3.1495], [-0.7756, 0.0436, -5.4904], [2.3537, 4.2687, 1.6395], [3.7665, 2.2318, -0.8159], [-0.8762, -4.7028, 0.2269], [-1.4677, -3.8611, 2.6625], [3.1889, 3.8065, -0.2826], [-1.9780, -4.1336, -1.0337], [1.3397, -1.5772, 1.8061], [-2.7877, -3.8760, 1.4873], [-0.2460, -4.2200, -1.3214], [2.1111, -1.3256, 0.3300], [2.2132, -0.1648, 1.5536], [0.3814, -0.9775, -2.3389], [2.6009, 3.1266, -1.7926], [-1.3535, 0.3182, 3.0377], [-2.1377, 0.2768, 0.5635], [0.6572, 4.3445, 2.1006], [1.7790, 3.3211, 3.0009]],
  "forces_ev_per_a": [[1.5643, 1.9524, -2.0801], [1.5004, -0.7183, -0.5492], [1.4731, -1.4382, -2.5677], [-2.6771, 1.3313, 2.6743], [0.9098, -1.2564, 0.0191], [-1.0708, 0.3197, 1.5950], [0.2125, -1.6993, -1.6544], [-3.3537, -3.0273, 4.5634], [2.5965, -1.9891, 1.7026], [0.8257, 5.9214, 4.7217], [5.8977, 2.6984, -4.4690], [-0.6929, -4.8479, -3.8381], [-0.4800, -0.4573, 0.4137], [-2.1417, 1.1790, -0.8707], [-0.5231, -1.1550, 0.2295], [0.6148, 0.6697, 0.1449], [-0.4420, -1.0749, -0.0354], [0.5766, -1.4544, -2.8746], [-0.1966, -0.5930, -0.4744], [-2.0051, 0.0771, 2.6496], [0.0397, 0.8466, -0.2845], [-1.8200, 0.4072, 0.1665], [-0.5106, 0.2845, 0.2652], [0.2403, -0.4713, 0.8507], [0.2670, 0.2583, -0.0417], [0.7333, -0.3899, 0.3882], [0.1482, 0.0851, 0.0270], [-0.0283, -0.1869, -0.2167], [-0.0565, -0.0466, -0.1219], [-0.1533, 0.2211, 0.1564], [0.1484, -0.0043, -0.0386], [-0.1991, -0.0870, 0.1895], [-0.1153, 0.1398, 0.0418], [0.6596, 0.6821, -0.5865], [0.2505, 0.0502, -0.2161], [-0.0515, 0.3482, -0.0435], [-0.3380, 0.6268, 0.7384], [-0.5535, -0.7525, -0.5068], [0.7136, 0.1198, -0.1642], [-0.0122, -0.1962, -0.0047], [0.4639, 1.6436, 0.0994], [-2.1640, 2.1355, -0.1176], [-0.0665, -0.1152, 0.0922], [-0.1838, -0.0366, 0.0278]],
  "lowdin_charge": [0.62, -0.09, -0.14, -0.14, -0.02, 0.06, 0.08, -0.09, 0.08, -0.21, -0.19, -0.05, 0.00, -0.20, -0.16, 0.04, -0.16, -0.24, 0.00, -0.23, 0.04, 0.04, 0.09, 0.07, 0.10, 0.08, 0.09, 0.07, 0.09, 0.09, 0.11, 0.07, 0.11, 0.10, 0.10, 0.10, 0.11, 0.12, 0.08, 0.09, 0.06, 0.03, 0.09, 0.09]
}



Record 4
{
  "formula": "C9H23N2O2P",
  "method": "ωB97M-V/def2-TZVPD",
  "charge": 0,
  "smiles": "CCN(CC)C(N(CC)CC)[P@@H](=O)O",
  "de_lowest_kcal_mol": 5.3,
  "e_homo_ha": -0.30267,
  "elements": ["P", "O", "O", "N", "N", "C", "C", "C", "C", "C", "C", "C", "C", "C", "H", "H", "H", "H", "H", "H", "H", "H", "H", "H", "H", "H", "H", "H", "H", "H", "H", "H", "H", "H", "H", "H", "H"],
  "xyz": [[1.1790, 1.9619, 0.0905], [2.6103, 1.9509, -0.1359], [0.4376, 3.1756, -0.6340], [-1.2700, 0.5982, -0.0248], [0.7079, -0.8635, -0.0335], [-3.0295, 1.4265, -1.3674], [1.9951, -1.5590, -2.0480], [-1.6420, -0.7606, 2.1466], [0.1356, 0.4141, -0.3519], [-1.7752, 0.6157, 1.4049], [2.9856, -0.8776, 1.1265], [1.4467, -0.8679, 1.2334], [0.9772, -1.9720, -0.9742], [-2.1317, 0.2295, -1.1054], [-2.5824, -1.2188, 1.8393], [-2.8212, -0.6892, -0.8951], [-2.4621, 2.3338, -1.3773], [0.1634, 0.7190, -1.4165], [3.2596, -0.3040, 0.1718], [-0.7411, -1.2243, 1.7782], [2.9406, -2.0936, -1.9077], [0.0143, -2.3626, -1.4337], [-3.7013, 1.4009, -2.2453], [1.4377, -2.7657, -0.3674], [-1.5959, -0.3889, 3.1617], [-0.5051, 3.1575, -0.5557], [0.7287, 2.3322, 1.4151], [-3.7274, 1.6611, -0.4746], [2.1135, -0.4103, -1.9616], [3.3591, -1.9051, 1.0859], [0.9123, -0.1397, 1.8364], [1.3085, -1.7521, 1.8618], [1.5164, -1.8287, -3.0911], [3.5019, -0.3959, 2.0017], [-2.8239, 0.9545, 1.3746], [-1.2594, 1.3756, 1.8843], [-1.6626, 0.0723, -2.0117]],
  "forces_ev_per_a": [[-2.4685, -0.1861, 2.1241], [0.9892, -0.2436, -0.4317], [0.9327, 0.1042, -0.9939], [0.9016, 0.5303, 0.8069], [0.6110, -0.5748, 0.9278], [-2.6886, 0.6685, 1.3775], [-1.4131, 0.8705, -1.8312], [-0.9318, 2.5264, -1.2966], [0.3172, 0.8410, -0.3176], [-0.2101, -1.7926, -2.7252], [0.6159, 1.8975, -0.8940], [0.2443, -0.9554, 0.1166], [-0.5222, 0.6555, 0.1702], [-3.8705, -0.1554, 2.0088], [0.3795, -0.8873, 0.6882], [1.2662, 1.2021, -0.2615], [0.6878, 0.5023, -0.5519], [0.1722, -1.0145, -0.1320], [0.0385, -0.8733, 1.5685], [-0.2690, -0.5294, 0.3201], [-0.0993, 0.4112, -0.2535], [1.0567, 0.4626, 0.6107], [0.4743, -0.2593, 0.2512], [-0.5353, 0.0989, -0.1154], [-0.1277, -1.0133, 0.6287], [-1.0722, -0.1358, 0.1375], [0.6331, -0.5255, -0.3131], [0.8628, -0.7342, -1.2295], [0.2058, -1.9746, -0.4927], [-0.1220, 0.1141, -0.2109], [0.8924, 0.7749, 0.2301], [-0.8932, -0.5102, -0.3855], [1.3678, 0.6530, 1.7834], [-0.6029, -0.2986, -0.8069], [0.3462, -0.2653, -0.0381], [1.2055, 1.3886, 1.0603], [1.6258, -0.7722, -1.5292]],
  "nbo_charge": [1.97, -1.07, -0.99, -0.51, -0.51, -0.60, -0.64, -0.64, -0.18, -0.19, -0.65, -0.23, -0.21, -0.21, 0.21, 0.17, 0.19, 0.22, 0.24, 0.23, 0.22, 0.19, 0.21, 0.20, 0.21, 0.51, -0.16, 0.19, 0.22, 0.20, 0.20, 0.19, 0.21, 0.22, 0.20, 0.18, 0.20]
}



Number 1: E -2464.087093 Ha. Number 2: E -3197.844134 Ha. Number 3: E -1271.477958 Ha. Number 4: E -958.001402 Ha.